1.
The following is a DFT calculation (the ωB97M-V functional and the def2-TZVPD basis) of a cluster of 8 separate species, C35H80F15N7O21S5 in total at a distorted geometry.

net charge = +2

The geometry in XYZ format:
```
163
Properties=species:S:1:pos:R:3:forces:R:3
S -1.89938 -24.89450 28.05679 -3.3 0.7 0.7
S 1.58629 -18.95863 25.05492 1.0 0.7 -1.9
S -2.09040 -23.15778 26.12940 0.0 3.9 -0.3
S -4.82366 -17.43013 18.36008 -3.0 1.8 -3.8
S -2.97324 -17.26676 20.07376 0.2 0.8 -0.3
F -1.31139 -27.24457 26.87032 0.8 1.4 1.1
F -6.79935 -19.13395 18.83276 0.0 -1.2 1.0
F -0.93298 -17.86009 24.95479 0.3 -0.4 -0.1
F -2.02498 -23.39779 23.35425 -0.2 -0.6 0.5
F -7.16102 -17.90359 17.19648 0.1 0.6 -0.8
F -0.84458 -19.71583 26.09011 0.3 0.5 -0.3
F -1.92880 -19.24864 21.50274 0.4 -0.8 0.4
F -4.08253 -23.29048 24.17650 0.9 -0.7 0.2
F -5.83071 -19.57667 16.91700 0.2 0.1 0.5
F -0.69392 -19.78704 23.93660 -0.2 0.3 -0.1
F -2.84833 -21.58443 24.08531 0.4 0.7 0.3
F -0.92778 -18.85104 19.57401 0.2 -0.3 0.9
F -0.64432 -17.50330 21.27797 -0.1 -0.6 -0.1
F 0.38345 -25.84159 26.87556 -0.8 0.0 0.4
F -0.21456 -26.78710 28.74064 -0.2 0.2 -0.6
O -4.15681 -16.99615 17.13032 -0.8 -0.6 1.4
O -3.57305 -16.68473 21.28636 0.7 -1.5 -1.1
O 2.03194 -18.61895 23.68202 -1.2 -0.8 2.0
O 2.11260 -20.27411 25.50856 -0.8 1.0 0.0
O -1.40710 -10.84116 30.51893 0.9 0.2 0.5
O 0.38681 -24.83399 22.32103 2.1 1.4 1.1
O -0.63346 -23.13467 25.99047 -0.1 0.6 -0.7
O -4.43123 -17.28331 25.71378 0.5 0.7 -1.3
O 7.05122 -16.90743 25.36368 -0.1 0.1 0.5
O -6.31679 -16.24112 30.24476 -1.3 0.0 0.6
O 1.00551 -21.55525 19.20486 -0.3 -1.5 -0.8
O -2.25820 -16.31562 19.21796 -1.0 -1.3 1.0
O -0.80332 -15.06978 28.10101 0.3 0.1 1.8
O 3.37699 -24.17700 26.77834 0.6 1.8 1.4
O -2.89083 -25.40409 29.01779 1.7 -0.2 -2.6
O -2.63908 -22.00582 26.93455 0.8 -2.3 -2.1
O 4.92212 -16.12582 29.78637 0.8 0.4 0.7
O 1.87855 -17.85610 25.99479 -0.2 -0.9 0.4
O -1.18162 -23.76931 28.63573 0.7 -1.0 -0.9
O -5.64637 -16.41155 19.04103 1.6 -1.5 -0.3
O 2.77411 -20.59502 30.64137 -0.1 -0.3 -0.4
N 1.85152 -22.38869 21.72293 0.6 -1.0 0.2
N 2.40794 -21.68231 28.01087 1.0 0.7 0.8
N -3.95915 -18.42216 19.20916 2.5 2.1 3.1
N 4.77901 -18.45130 26.80075 0.5 1.2 0.2
N -0.31577 -12.35550 28.16262 0.4 1.6 -1.2
N -5.39469 -17.77690 28.31850 -0.6 1.3 -1.4
N -2.60775 -24.57291 26.42408 0.7 -1.7 3.8
C 1.83613 -23.05762 28.24772 0.8 0.0 -0.3
C -4.04413 -17.27439 24.28932 -0.5 1.0 0.2
C -0.56005 -16.45259 28.39265 -0.7 0.2 -0.9
C 2.99423 -24.07893 28.17460 -1.3 -0.5 -1.4
C -5.16939 -16.23861 28.28908 1.0 0.0 0.8
C -6.27043 -15.47768 29.09088 1.1 -1.6 -1.6
C 5.32946 -18.59992 25.38565 1.4 1.0 0.0
C 5.23038 -17.17851 27.60302 -0.9 -0.8 -0.1
C -4.36903 -18.66334 27.68826 0.3 0.7 0.0
C 1.66229 -20.93488 21.36175 -1.4 -1.2 1.8
C 8.35200 -16.28705 25.45533 -0.2 0.2 -0.2
C -4.35053 -18.57887 26.16265 0.0 -1.8 0.1
C -1.51177 -18.32814 20.66262 -1.5 1.5 -1.3
C 4.26323 -16.06560 31.05945 0.6 0.2 -0.1
C -7.58873 -16.26867 30.91669 0.8 0.5 1.0
C -0.37082 -13.12196 26.86222 -0.3 0.9 0.1
C -1.35974 -10.20846 31.86440 0.3 0.4 -0.8
C 4.28375 -16.88211 28.82848 0.3 -0.7 -0.6
C 2.75564 -20.59012 32.08159 -0.1 1.5 -0.2
C 6.88536 -18.30761 25.30311 0.0 -0.1 0.3
C 0.21920 -26.21841 22.28725 -0.9 -1.5 -0.3
C -2.80764 -22.89843 24.31035 -0.5 0.6 0.6
C 1.83553 -20.70713 19.89081 0.9 1.3 0.8
C 1.54514 -24.41104 23.12000 -0.7 -0.2 -0.1
C 1.50747 -20.44501 29.99517 0.7 -0.3 -0.3
C -6.20895 -18.62226 17.77557 0.4 1.0 0.0
C -0.75519 -10.83002 28.13818 -0.8 -1.2 2.5
C 1.69482 -20.45088 28.47161 -0.7 -0.8 0.1
C 1.64147 -22.88293 23.14827 -0.5 0.2 -0.7
C -0.38544 -19.07632 24.99839 1.6 -0.6 0.5
C -0.49358 -10.25373 29.56527 -0.5 -0.5 0.0
C -0.67799 -26.27026 27.59312 -0.4 -1.1 -0.4
C -0.01763 -14.55549 27.07968 -0.5 -0.4 -0.8
C 0.93155 -21.23998 17.81753 -0.7 1.8 -0.9
C 3.91116 -25.43798 26.46729 -1.2 -0.9 -0.5
H 1.14959 -23.23862 27.42070 -0.3 -0.1 0.3
H -4.10155 -16.24279 23.94202 -0.1 -0.1 0.2
H 4.93744 -19.33930 27.25511 0.4 0.0 0.7
H 4.35695 -25.92839 27.33266 0.4 0.0 -0.2
H 0.90157 -21.28540 30.33386 -0.7 0.4 -0.1
H -0.63231 -12.94809 28.91675 -0.8 0.1 0.6
H -1.84204 -10.75805 28.09710 0.1 -0.3 -1.0
H 4.03826 -17.85625 29.25144 -0.5 -0.3 0.1
H 2.47415 -24.86362 22.77327 0.1 0.0 -0.7
H -0.60675 -26.43056 21.60836 0.1 0.2 -0.2
H 4.43392 -16.96008 31.65850 0.3 -0.1 -0.1
H 6.23635 -17.44616 27.92629 0.0 0.7 0.0
H 2.22086 -19.70606 32.42878 0.0 0.4 -0.1
H -0.41561 -15.04559 26.19113 1.1 -0.3 -0.6
H 3.39589 -16.29959 28.58258 -0.4 -0.6 -0.8
H -5.09027 -19.23320 25.70140 -0.7 0.1 0.1
H 4.87827 -17.81338 24.78077 -0.4 -0.3 0.0
H 2.64899 -21.51110 27.04511 -0.2 -0.2 -0.9
H -1.79003 -10.82022 32.65730 -0.4 -0.4 -0.7
H 1.65452 -19.64500 19.72582 -0.5 0.2 -0.2
H 2.17997 -20.33913 22.11354 0.4 0.2 -0.6
H 2.50018 -22.47280 23.67982 -0.2 -0.4 0.4
H 4.99503 -19.60326 25.12188 0.3 0.2 -0.5
H -4.74690 -17.84176 23.67915 0.1 -0.2 0.2
H -1.85647 -9.23914 31.82220 -0.3 -0.1 -0.1
H 0.37852 -12.62108 26.24926 -0.3 -0.2 -0.4
H 4.53313 -25.42702 25.57222 0.4 0.4 0.4
H 2.89598 -20.78302 19.65041 0.4 -0.6 -0.4
H 1.51167 -24.77995 24.14514 -0.6 0.1 0.3
H -0.66534 -16.99999 27.45598 -0.3 -0.3 0.0
H 1.24036 -22.93091 21.12914 -0.6 -0.3 -0.5
H 0.67646 -12.22957 28.30303 0.5 -0.3 0.5
H -5.57467 -18.18722 29.22367 0.2 1.0 0.9
H -3.43810 -19.04658 25.79275 0.4 -0.2 0.4
H 4.71498 -15.19474 31.53444 -0.2 -0.2 0.2
H -4.71868 -19.57983 28.16355 1.1 -0.8 -0.9
H 9.07498 -16.70614 26.15517 -0.5 -0.5 0.4
H 7.41186 -18.84449 26.09218 0.0 0.1 0.7
H 1.89290 -21.05417 17.33858 0.3 -0.1 0.4
H 1.05520 -14.65626 27.24398 0.1 -0.5 -0.1
H 3.82686 -23.90891 28.85717 0.3 0.4 -0.1
H -0.18111 -10.35637 27.34183 -0.3 0.0 0.1
H 2.26239 -19.58442 28.13219 0.2 -0.1 0.1
H -4.19653 -16.16278 28.77477 -0.1 0.1 0.7
H 5.16171 -16.41285 26.83027 0.5 0.1 0.4
H 8.13464 -15.26387 25.76186 0.1 -0.1 0.0
H 0.43596 -16.71975 28.74578 0.1 0.6 0.4
H 3.27211 -21.61182 28.52888 0.6 -0.4 0.3
H 2.76930 -22.75409 21.51252 0.6 0.2 -0.5
H 3.77408 -18.38350 26.72576 -1.1 0.2 -0.5
H -3.39483 -18.32259 28.03883 0.0 -0.3 0.4
H 8.88930 -16.23876 24.50819 -0.4 -0.2 -0.3
H 0.78336 -20.46056 27.87392 -0.4 0.3 0.6
H 0.71985 -22.45182 23.53924 0.0 0.0 0.0
H 3.17983 -15.94897 31.03196 -0.2 0.2 -0.6
H -0.68831 -9.18200 29.52567 0.3 0.2 -0.1
H 0.32085 -20.34028 17.74202 0.4 0.7 0.1
H 1.32913 -23.01629 29.21175 0.0 -0.3 -0.2
H 0.34619 -21.81641 17.10117 0.1 -1.5 1.0
H -1.35613 -13.08668 26.39742 0.0 0.5 0.3
H -1.35144 -16.71534 29.09461 0.3 -0.2 0.0
H 0.62054 -20.90533 21.68110 -0.4 0.9 -0.5
H 3.02562 -25.99328 26.15816 0.1 -0.8 0.1
H -3.01401 -17.59689 24.13787 -0.2 -0.3 0.2
H 1.06410 -26.82363 21.95871 0.5 0.5 -0.3
H -8.41818 -16.77840 30.42651 0.5 -0.6 -0.3
H -6.23305 -18.05444 27.82835 -0.8 0.5 -0.5
H -0.09114 -26.69873 23.21520 0.0 0.6 0.6
H 2.23953 -21.37036 32.64102 0.3 -0.8 -0.7
H -6.01184 -14.43409 29.27013 0.1 0.1 -0.1
H -7.18759 -15.54605 28.50587 -0.3 0.2 0.1
H -0.35793 -9.99681 32.23817 0.4 -0.2 -0.6
H 2.58873 -25.05787 28.43019 -0.3 0.0 0.4
H -4.86634 -15.87918 27.30569 -1.1 -0.5 -0.3
H -7.24259 -16.69368 31.85885 -1.0 -0.3 0.1
H 0.54722 -10.46674 29.80913 0.2 0.3 0.5
H -8.00066 -15.27894 31.11387 0.4 0.3 0.0
H 7.42175 -18.67304 24.42741 -0.8 -0.4 -0.6
H 3.80084 -20.44351 32.35393 -0.2 -0.5 0.2
H 1.09451 -19.45559 30.19162 -0.4 -0.1 0.5
```
Positions in Å, forces in eV/Å.


2.
The following is a DFT calculation (the ωB97M-V functional and the def2-TZVPD basis) of a cluster of 2 separate species, C5H13N3O2 in total at a distorted geometry.

SMILES = [H]/N=C(\N)NCC.CC(=O)O

The geometry in XYZ format:
```
23
Properties=species:S:1:pos:R:3:forces:R:3
O 0.61248 -3.04451 1.82062 2.3 -4.8 1.3
O 0.20298 -1.02745 1.11837 1.3 0.0 1.1
N 2.30940 -0.19856 -0.26202 -1.2 0.8 1.7
N 0.50118 1.13157 -1.31284 -1.2 0.3 0.8
N 2.52430 0.74678 -2.35192 -2.6 1.5 1.1
C -0.65660 0.79637 -0.40440 -1.2 -0.6 -2.2
C -1.62325 -1.81650 2.15298 0.3 -1.9 1.4
C -0.12526 -2.17334 1.73807 -4.2 6.1 -1.0
C 1.74241 0.55292 -1.15148 4.3 -1.2 -2.3
C -1.96167 1.62972 -0.42384 2.1 1.6 -4.7
H 3.37577 0.31486 -2.51452 1.6 -0.9 0.3
H -1.01901 -0.22679 -0.67992 0.8 0.7 0.2
H -1.85925 -2.19108 3.20532 0.5 1.4 -1.0
H -1.72305 2.68634 -0.28575 -0.1 0.2 -0.4
H -2.02617 -0.85528 1.77580 1.0 -0.1 1.1
H -2.65757 1.50599 -1.35666 1.6 0.2 1.5
H 1.18540 -0.85997 1.05069 -0.4 -0.4 -0.9
H 2.31144 1.49938 -2.97260 -0.3 0.1 -0.3
H 0.64479 2.11518 -1.56871 -0.5 -0.6 0.1
H 3.34456 -0.31661 -0.15868 -1.6 0.3 -1.3
H -2.29735 -2.44222 1.65406 -0.8 -1.7 -1.2
H -0.27200 0.73467 0.55801 0.2 0.3 1.5
H -2.53355 1.43851 0.36943 -2.1 -1.4 3.3
```
Positions in Å, forces in eV/Å.


3.
The following is a DFT calculation (the ωB97M-V functional and the def2-TZVPD basis) of a structure of composition C4H6O2.

The geometry in XYZ format:
```
12
Properties=species:S:1:pos:R:3:forces:R:3
O -1.22737 -0.33087 -1.06389 -0.1 0.0 0.0
O -0.46818 1.40830 0.12843 0.1 0.0 -0.1
C 1.49558 0.16593 -0.74044 -0.1 0.0 -0.1
C 0.17722 0.27355 -0.06104 0.6 0.0 0.0
C -1.56378 0.08701 0.13390 -0.5 -0.1 0.1
C -0.50178 -0.57692 0.99537 0.0 -0.1 0.0
H 1.53419 0.86220 -1.57972 0.0 -0.1 0.1
H 1.65861 -0.85433 -1.09221 0.0 0.1 0.1
H 2.28214 0.42259 -0.02191 -0.1 0.0 0.0
H -0.47939 -1.66268 0.89919 0.0 0.2 0.0
H -2.57553 0.41378 0.39281 0.1 0.0 0.0
H -0.33172 -0.20856 2.00952 0.0 0.0 -0.2
```
Positions in Å, forces in eV/Å.


4.
The following is a DFT calculation (the ωB97M-V functional and the def2-TZVPD basis) of an isolated molecule of C2H6N2O at a distorted geometry.

SMILES = CNC(N)=O

The geometry in XYZ format:
```
11
Properties=species:S:1:pos:R:3:forces:R:3
O 1.06078 -1.25913 -0.43842 0.0 -0.1 -0.2
N 1.73101 0.95406 -0.31895 0.1 0.1 0.7
N -0.44692 0.32325 0.18847 -0.3 -0.7 -0.1
C 0.79956 -0.09917 -0.21215 0.0 0.5 0.2
C -1.53076 -0.69146 0.14529 1.2 1.1 -0.3
H -0.69835 1.29165 0.11588 0.2 0.1 -0.1
H 2.69210 0.64183 -0.34364 -0.1 -0.5 -0.4
H -2.48250 -0.17922 0.17491 -0.2 0.0 0.2
H -1.42245 -1.17594 -0.82463 -0.3 -0.6 0.3
H -1.38086 -1.33905 1.00364 -0.3 -0.4 -0.3
H 1.67839 1.53317 0.50961 -0.3 0.4 -0.1
```
Positions in Å, forces in eV/Å.


5.
The following is a DFT calculation (the ωB97M-V functional and the def2-TZVPD basis) of the ion C12H16NO with charge +1 at a distorted geometry.

net charge = +1

The geometry in XYZ format:
```
30
Properties=species:S:1:pos:R:3:forces:R:3
O -0.30126 1.87021 -0.20555 -0.2 -0.1 1.0
N 0.29165 -0.67370 -0.26512 -0.6 1.8 0.4
C 2.08443 1.58742 -0.57438 -0.9 -2.9 0.5
C -3.75037 0.57348 0.31237 -1.6 -3.2 1.7
C 0.47109 -1.61147 -1.35633 2.4 -1.3 -0.8
C -3.47790 -0.82121 0.26661 3.5 2.8 -1.5
C 0.96309 -1.07261 1.05515 2.4 5.5 -3.1
C -2.71259 1.46039 0.25341 0.3 3.1 -0.7
C -1.40278 1.03970 0.01024 -0.5 -1.6 -0.4
C 0.68986 1.23892 -0.82231 -0.6 -1.9 -1.5
C 2.43512 -0.39730 0.99177 0.2 -2.5 0.2
C 2.43588 1.07418 0.80289 3.0 2.1 1.6
C -2.18536 -1.24292 -0.05899 0.4 2.4 1.2
C -1.12243 -0.33827 -0.09116 -0.7 1.3 0.0
H 2.89324 -0.64698 2.00528 -0.3 0.2 -1.5
H 0.98305 -2.58947 -1.10319 0.2 1.5 0.1
H 0.41807 -0.60101 1.81279 -0.8 0.4 1.3
H -4.15275 -1.56277 0.32376 -2.8 -2.1 0.3
H 2.60272 1.07941 -1.40897 0.4 0.2 0.7
H 3.05630 -0.81531 0.13732 -0.7 -0.3 1.2
H 1.00380 -2.06366 1.09547 0.1 -4.2 0.4
H -0.43490 -1.98511 -1.66859 -2.3 -0.5 -0.7
H -4.82906 0.71110 0.61900 1.5 1.0 -0.7
H 1.86238 1.42112 1.63689 -1.1 1.0 0.0
H 0.59138 1.03271 -1.89445 -1.1 -0.3 0.2
H -1.89879 -2.21885 -0.19943 0.0 -2.5 -0.1
H 0.89712 -1.18176 -2.28371 0.2 0.0 0.7
H 2.08712 2.60224 -0.76973 0.6 2.5 0.1
H -2.95043 2.56901 0.26227 0.5 -1.4 0.1
H 3.45233 1.56250 1.11670 -1.4 -1.3 -0.8
```
Positions in Å, forces in eV/Å.


6.
The following is a DFT calculation (the ωB97M-V functional and the def2-TZVPD basis) of a cluster of 5 separate species, C4H19N8O5 in total at a distorted geometry.

net charge = +1

The geometry in XYZ format:
```
36
Properties=species:S:1:pos:R:3:forces:R:3
O -11.78237 -16.50825 -17.12545 0.1 -0.6 -0.4
O -12.90347 -14.66816 -14.40629 0.6 -0.1 0.0
O -15.83793 -15.78803 -15.65636 -0.5 -0.3 0.3
O -11.86216 -14.23966 -19.43390 0.0 0.3 -0.6
O -13.76671 -14.90228 -16.78335 -0.7 -0.1 -0.2
N -12.34938 -13.36983 -21.49948 0.8 -1.2 0.8
N -11.57432 -13.76703 -12.80821 0.1 -0.3 -0.2
N -9.78263 -16.89906 -16.14956 -0.6 -0.1 -1.0
N -12.45872 -12.07236 -19.63008 0.1 0.0 -0.5
N -9.86608 -15.66066 -18.06227 0.0 -0.1 -0.4
N -11.74128 -16.01100 -12.97631 0.1 -1.4 -0.1
N -17.94094 -15.99196 -16.49766 0.5 0.4 -0.7
N -17.50857 -16.84401 -14.46813 0.5 -0.3 0.4
C -12.09308 -14.82326 -13.48366 -1.0 1.5 0.3
C -10.54857 -16.41017 -17.17673 -0.5 1.1 1.5
C -17.00514 -16.18198 -15.54094 -0.2 0.0 -0.5
C -12.18910 -13.28496 -20.14758 -0.4 -0.2 0.5
H -14.68059 -15.29100 -16.57485 0.1 0.2 0.1
H -10.99343 -13.95726 -12.01458 0.2 0.4 0.1
H -12.68067 -11.37836 -20.31912 -0.2 0.7 0.7
H -18.29168 -17.43035 -14.69408 -0.2 -0.1 0.3
H -10.41094 -15.04582 -18.66660 0.0 -0.2 0.1
H -11.78914 -12.82603 -13.08060 0.0 0.0 0.0
H -13.22311 -15.58629 -17.26241 0.7 0.1 0.2
H -8.80163 -16.70169 -16.17058 0.1 -0.3 0.5
H -12.83438 -12.69056 -22.04980 -0.1 -0.1 -0.2
H -18.91538 -16.16917 -16.35207 -0.1 0.0 0.0
H -12.20014 -14.32659 -21.78192 -0.2 0.3 -0.7
H -12.53693 -11.99215 -18.63379 0.0 0.4 -0.1
H -17.65233 -15.49465 -17.32352 -0.2 0.0 0.1
H -16.84933 -17.25229 -13.82340 0.0 0.2 0.0
H -10.29865 -17.24717 -15.36421 0.4 -0.1 0.2
H -13.36319 -14.76504 -15.86232 0.3 -0.2 0.0
H -8.98870 -15.32725 -17.70848 0.2 0.2 -0.4
H -11.37862 -16.08458 -12.04391 0.1 0.0 0.0
H -12.20555 -16.83230 -13.32920 -0.1 0.2 0.0
```
Positions in Å, forces in eV/Å.


So what do the calculations give for Kohn-Sham gap? Going down the list: 5.7, 9.9, 10.9, 10.7, 9.3, 10.4 eV.
So what do the calculations give for total energy? Going down the list: -6832.8226, -512.9892, -306.3682, -264.5817, -596.5070, -978.0325 hartree.